The following is a quantum chemistry calculation of a cluster of 2 separate species, C3H7IO in total, from OMol25.

Results
Energy in a.u.: -491.2571
Lowest unoccupied orbital energy (spin up / spin down) in eV: 0.360 / 0.464
Energy above the lowest of the compared OMol25 structures with the same formula, charge and spin in kcal/mol: 102.1

```
! RIJCOSX wB97M-V def2-TZVPD def2/J DEFGRID3
* xyz 0 1
C 1.10 -0.87 -0.58
C 1.48 0.00 0.60
C -1.59 1.14 0.12
O -1.91 0.25 -0.80
I -2.66 1.32 1.86
H 0.16 -0.81 -1.01
H 1.83 -0.58 -1.31
H 1.40 -1.83 -0.23
H 2.07 -0.52 1.30
H 1.37 1.01 0.62
H -0.41 1.07 0.27
H -2.83 -0.18 -0.82
*
```

---

The following is a quantum chemistry calculation of a cluster of 2 separate species, C3H8O2 in total, from OMol25.

Results
<S²>: 0.7537
Energy in a.u.: -269.1374
Lowest unoccupied orbital energy (spin up / spin down) in eV: -5.617 / -9.606
Energy above the lowest of the compared OMol25 structures with the same formula, charge and spin in kcal/mol: 68.9

```
! RIJCOSX wB97M-V def2-TZVPD def2/J DEFGRID3
* xyz 1 2
C -0.30 -1.05 1.65
C -0.38 -0.20 0.66
O -1.39 -0.16 -0.29
C 0.57 1.08 0.69
H 0.42 -0.98 2.31
H -0.43 -2.02 1.28
H -1.23 -1.00 -0.79
H 1.05 1.05 1.65
H -0.19 1.95 0.63
H 1.24 1.14 -0.18
H 0.75 0.45 -2.92
H -0.13 0.01 -1.87
O 0.02 -0.28 -2.84
*
```

---

The following is a quantum chemistry calculation of a structure of composition H2LiO, from OMol25.

Results
Energy in a.u.: -83.7261
Lowest unoccupied orbital energy in eV: -5.656
Energy above the lowest of the compared OMol25 structures with the same formula, charge and spin in kcal/mol: 23.7

```
! RIJCOSX wB97M-V def2-TZVPD def2/J DEFGRID3
* xyz 1 1
O 0.09 0.36 -0.47
H 0.62 1.11 -0.13
H -0.15 0.61 -1.39
Li -0.56 -2.08 1.99
*
```

---

The following is a quantum chemistry calculation of a cluster of 2 separate species, C21H26N3 in total, from OMol25.

Results
Energy in a.u.: -979.8439
Lowest unoccupied orbital energy in eV: -5.027
Energy above the lowest of the compared OMol25 structures with the same formula, charge and spin in kcal/mol: 16.5

```
! RIJCOSX wB97M-V def2-TZVPD def2/J DEFGRID3
* xyz 1 1
C 5.58 0.50 2.45
C 4.17 0.69 1.99
C 3.87 0.63 0.62
C 2.57 0.77 0.17
C 1.48 0.97 1.09
C 0.16 1.07 0.57
C -0.95 1.70 1.17
C -2.21 1.62 0.51
C -3.36 2.10 1.10
C -3.33 2.69 2.37
C -4.60 3.13 3.02
C -2.09 2.87 3.00
C -0.91 2.44 2.40
C 1.81 1.00 2.48
C 3.12 0.89 2.91
H 5.68 0.76 3.51
H 5.89 -0.54 2.33
H 6.27 1.12 1.87
H 4.68 0.47 -0.09
H 2.34 0.75 -0.89
H -0.02 0.62 -0.41
H -2.24 1.15 -0.48
H -4.32 2.02 0.58
H -4.46 3.33 4.08
H -4.98 4.05 2.55
H -5.38 2.37 2.90
H -2.05 3.35 3.98
H 0.04 2.69 2.86
H 1.01 1.09 3.22
H 3.35 0.94 3.98
C -1.49 -3.36 -1.12
C -1.74 -1.89 -0.90
N -0.73 -1.01 -1.47
C -0.27 -1.43 -2.62
N -0.48 -2.65 -3.18
C -1.32 -3.67 -2.60
C 0.16 -2.79 -4.46
C 0.95 -1.49 -4.61
N 0.52 -0.71 -3.48
H -0.58 -3.66 -0.58
H -2.32 -3.95 -0.72
H -2.73 -1.65 -1.35
H -1.79 -1.63 0.17
H -0.86 -4.65 -2.76
H -2.31 -3.68 -3.09
H 0.82 -3.66 -4.48
H -0.57 -2.90 -5.27
H 2.03 -1.68 -4.55
H 0.72 -0.99 -5.55
H 0.87 0.19 -3.21
*
```

---

Question: Number 2 is which compound?
Answer: C3H8O2

---

Question: Which of these has the highest energy?
Answer: H2LiO